{"formula": "C3H8IN3", "method": "ωB97M-V/def2-TZVPD", "smiles": "C/[NH+]=C(I)/[NH+]=C/N", "de_lowest_kj_mol": 0.00, "charge": 2, "lumo_ev": -9.70, "e_tot_ha": -580.38013, "elements": ["H", "C", "H", "C", "N", "H", "C", "N", "H", "H", "I", "N", "H", "H", "H"], "positions_angstrom": [[0.72719, 1.87986, -0.32979], [-1.02987, 1.30286, 0.01688], [0.66875, -3.26941, -0.48261], [0.74304, -2.58172, 0.35114], [-1.49594, 2.49361, -0.01401], [-2.51945, 2.77584, 0.11147], [0.98564, -0.07012, -0.23726], [0.35072, -1.23566, -0.20462], [-0.01527, -2.70446, 1.01048], [-1.79419, 0.45508, 0.00717], [3.02132, 0.15626, -0.18188], [0.23094, 1.04967, -0.16432], [1.75432, -2.52529, 0.70274], [-0.71488, -1.11762, -0.33977], [-0.91231, 3.39110, -0.24562]], "lowdin_charge": [0.12, -0.11, 0.12, 0.05, 0.24, 0.21, -0.73, 0.02, 0.07, 0.20, 1.25, 0.06, 0.08, 0.18, 0.23]}

{"formula": "C28H41BBeCl2N6S3", "method": "ωB97M-V/def2-TZVPD", "charge": 2, "lumo_ev": -6.26, "e_tot_ha": -3574.27368, "elements": ["B", "C", "H", "H", "Cl", "C", "N", "C", "C", "H", "C", "C", "H", "C", "H", "H", "H", "C", "H", "N", "C", "H", "H", "C", "S", "N", "H", "H", "H", "C", "H", "H", "S", "C", "H", "H", "H", "C", "C", "H", "H", "H", "C", "H", "C", "C", "C", "H", "C", "C", "H", "C", "H", "H", "H", "S", "N", "H", "H", "H", "H", "C", "C", "H", "H", "Be", "C", "Cl", "H", "C", "H", "C", "C", "N", "H", "H", "H", "H", "N", "H", "H", "C"], "positions_angstrom": [[0.24340, 1.50330, -1.48280], [-1.75860, 4.19360, 0.08420], [2.51950, 3.35150, -4.59980], [5.55770, 1.51890, -1.60220], [1.53170, -3.02670, -0.59570], [3.67700, 2.27810, -2.39880], [-0.16990, 1.10710, -3.80420], [4.35600, 3.09930, -3.46890], [-0.59830, 0.46650, -4.86110], [-2.03000, 2.41790, -6.05870], [-0.33520, 1.08210, -6.21710], [-0.14810, 6.26470, -1.48190], [-2.68220, 4.54640, -3.10850], [-1.92730, 3.22570, 1.04080], [-3.11630, 4.48340, 2.25760], [1.07780, 4.23900, -2.84990], [0.08060, 6.99460, -2.25290], [-1.41530, -1.33390, -3.49340], [1.44390, -4.32220, 1.36650], [-0.60020, 1.82200, -0.28970], [0.71310, -3.76100, 0.77810], [-0.08940, -4.39740, 0.40410], [5.82430, 4.66700, -3.55220], [-2.04650, -2.66040, -3.29230], [-1.42910, 0.69420, 1.97200], [-0.34190, 0.60440, -2.57640], [4.40790, 1.46530, -4.90760], [6.15740, 3.50300, -2.28400], [-2.80450, 5.88030, -1.95570], [-1.23640, -0.78960, -4.73320], [-2.21570, 5.15810, 0.23070], [1.62320, 0.16950, -6.37290], [1.77870, -0.00020, 0.89720], [-2.17220, 5.41790, -2.70710], [5.61370, 2.72180, -5.17120], [4.28010, -0.94830, 0.59860], [-2.03600, 6.13200, -3.51380], [-0.79610, 5.03690, -2.14000], [-1.29470, 1.93340, 0.84490], [-0.80870, 6.73690, -0.76170], [3.86980, 4.35640, -5.13670], [0.22950, 5.26060, -4.01650], [3.36730, 3.94190, -4.26820], [-1.37140, -3.30810, -2.73390], [-0.99070, 3.98280, -1.09520], [3.89670, 0.83110, -0.48600], [4.68460, 0.05850, 0.50350], [1.61790, 1.72570, -5.53700], [0.10420, 4.50400, -3.24710], [-0.96020, -0.57990, -2.36840], [-1.99070, 0.15300, -7.27640], [5.09860, 2.14140, -4.41150], [0.77910, 5.99520, -0.98270], [-0.48900, 3.16060, -5.60290], [-1.56820, -1.33020, -5.60390], [-1.32780, -1.23990, -0.84160], [1.76940, 1.50890, -1.36050], [5.73020, 0.00470, 0.21850], [-0.68290, 0.71690, -8.29930], [-2.95240, -2.55120, -2.69800], [1.44260, 1.65840, -7.30020], [-2.71650, 3.47430, 2.25970], [-0.96940, 2.47510, -6.29040], [-2.10270, 3.32940, 3.14850], [3.00860, 4.76960, -3.66370], [-0.21030, -0.70360, 0.84800], [-0.90890, 0.23520, -7.35300], [-0.01260, -2.55360, 1.84670], [-0.86460, 2.86640, -7.29830], [5.36390, 4.04130, -2.79410], [-3.53420, 2.75930, 2.34440], [1.18940, 1.16790, -6.36530], [2.46730, 0.83650, -0.41830], [2.37470, 2.23780, -2.31490], [5.84390, 1.55340, -3.88460], [4.86250, 4.68960, -2.07790], [-0.46540, -0.75770, -7.38460], [4.61690, 0.52680, 1.48570], [-0.46310, 2.79610, -1.20330], [-2.29250, -3.12670, -4.24130], [-0.32570, 3.61190, -3.69090], [4.48370, 1.53670, -1.49690]], "lowdin_charge": [-0.61, 0.11, 0.05, 0.13, 0.57, -0.18, 0.19, -0.54, -0.18, 0.10, -0.54, -0.01, 0.10, -0.20, 0.10, 0.05, 0.10, -0.24, 0.06, 0.14, -0.87, 0.06, 0.10, -0.06, 0.84, 0.07, 0.09, 0.08, 0.09, 0.10, 0.14, 0.10, 0.81, -0.01, 0.10, 0.07, 0.10, -0.52, -0.59, 0.09, 0.10, 0.11, -0.04, 0.08, -0.09, -0.24, -0.06, 0.05, -0.04, -0.51, 0.10, -0.02, 0.10, 0.05, 0.12, 0.82, 0.07, 0.10, 0.10, 0.09, 0.10, -0.04, -0.02, 0.10, 0.08, -0.49, -0.05, 0.74, 0.10, -0.03, 0.10, -0.02, -0.51, 0.19, 0.08, 0.10, 0.09, 0.10, 0.26, 0.10, 0.05, 0.09]}

{"formula": "C18H34FI2NO13S3", "method": "ωB97M-V/def2-TZVPD", "lumo_ev": -0.23, "e_tot_ha": -3628.92852, "elements": ["H", "H", "H", "S", "H", "O", "O", "C", "C", "H", "H", "C", "O", "O", "H", "C", "S", "O", "O", "C", "S", "H", "H", "H", "O", "C", "N", "H", "H", "I", "H", "F", "H", "H", "H", "H", "C", "H", "H", "H", "C", "H", "C", "C", "C", "H", "C", "C", "H", "H", "H", "H", "H", "H", "O", "I", "H", "O", "O", "H", "O", "O", "C", "C", "H", "C", "O", "H", "C", "H", "C", "H"], "positions_angstrom": [[1.75193, -1.22322, 0.38923], [-5.99301, -5.35067, -6.94252], [-3.34880, -0.23207, -0.68043], [-3.57935, 3.94391, 0.47351], [-1.89586, 4.50215, 2.00695], [-1.88414, -2.21955, -2.00051], [-0.21493, -0.41674, -2.25566], [-6.18013, 5.61406, -0.62349], [6.70099, 0.98327, 6.18640], [-4.82428, 7.13490, 0.08280], [5.18168, 0.20616, 7.22881], [5.68690, 0.08626, 3.22260], [-4.19316, 5.36299, 0.81294], [3.57765, -0.72373, 3.62368], [-4.12500, 6.07987, -1.13820], [4.73573, 2.03158, -0.00180], [-3.43949, -4.34073, -5.58128], [-4.62272, 2.96548, 0.42177], [3.41088, -2.33367, 2.07947], [-5.97975, -3.87085, -5.36510], [-1.30127, -0.99472, -1.52786], [4.08888, 1.28222, 2.31061], [-7.58960, -4.75898, -6.46331], [-6.70435, -5.89776, -5.42824], [-0.88914, -1.18540, -0.01180], [1.37689, -2.15849, -0.02199], [5.32915, 0.90724, 6.50790], [-2.92132, 0.50564, -2.24959], [5.79448, 0.25482, 0.52857], [5.65728, 3.09732, 3.33986], [1.51530, -2.12942, -1.10320], [7.24167, -0.25974, 5.98918], [-1.29375, -4.47074, -4.72127], [-2.50281, -5.16366, -3.60511], [-6.14950, 4.61720, -1.06038], [-2.20157, 2.74378, 1.90288], [-2.55081, 0.20878, -1.27108], [5.95164, -1.37648, 1.51374], [-3.33826, 3.78937, 2.79976], [-6.63837, 6.29261, -1.34316], [5.68097, 1.26178, 0.91032], [5.09324, -1.15742, 4.88297], [-2.27562, -4.33621, -4.27209], [5.58272, -1.29093, 2.52641], [-2.65798, 3.73001, 1.95466], [4.53325, 3.02887, 0.39036], [-6.60281, -5.04183, -6.09522], [5.17681, 1.25860, 2.36046], [-2.11196, 1.06256, -0.76193], [3.78911, 1.49144, -0.08303], [-5.78921, -3.03260, -6.03625], [-6.80433, 5.56821, 0.26854], [6.12032, -1.99250, 3.16828], [-6.63488, -3.51699, -4.57143], [-4.75245, -4.22569, -4.68987], [7.67223, 2.04552, 0.73366], [-0.50496, -3.22787, -0.14184], [3.31706, 1.27535, 5.48902], [-3.43019, -5.61182, -6.24079], [5.15928, 2.14173, -0.99751], [7.36865, 1.95579, 6.10187], [-3.31756, -3.14741, -6.36502], [-0.08082, -2.34155, 0.33117], [4.08930, -1.55980, 2.66415], [-0.20762, -2.45007, 1.40625], [4.72709, -0.26478, 4.36432], [-2.68694, 4.07865, -0.63915], [1.95641, -2.98417, 0.38021], [-4.79297, 6.10898, -0.27704], [-2.32685, -3.38714, -3.74727], [4.36300, 0.72829, 5.44403], [6.70804, 0.33003, 3.51704]], "lowdin_charge": [0.07, 0.07, 0.08, 0.55, 0.08, -0.29, -0.27, -0.07, -0.52, 0.12, 0.16, -0.30, -0.26, 0.07, 0.11, -0.17, 0.57, -0.28, 0.15, -0.25, 0.58, 0.09, 0.08, 0.08, -0.26, -0.08, 0.16, 0.09, 0.05, 0.98, 0.08, 0.09, 0.08, 0.08, 0.07, 0.07, -0.11, 0.12, 0.08, 0.08, -0.84, 0.16, -0.12, -0.01, -0.12, 0.06, -0.07, -0.72, 0.06, 0.09, 0.11, 0.09, 0.14, 0.12, -0.26, 0.81, 0.11, 0.17, -0.28, 0.07, 0.15, -0.28, -0.23, -0.44, 0.12, -0.21, -0.28, 0.07, -0.24, 0.04, -0.42, 0.12]}

{"formula": "C2H2BrF3", "method": "ωB97M-V/def2-TZVPD", "smiles": "FC(F)(F)CBr", "de_lowest_kj_mol": 0.00, "lumo_ev": 0.46, "e_tot_ha": -2951.02392, "elements": ["H", "C", "C", "F", "F", "H", "F", "Br"], "positions_angstrom": [[1.22611, 1.04816, 0.44001], [-0.59305, -0.25665, 0.40989], [0.73261, 0.25389, -0.21941], [-1.48079, 0.72058, 0.50763], [-0.29358, -0.74744, 1.64676], [1.29225, -0.62583, -0.33494], [-1.05046, -1.29001, -0.40700], [0.16691, 0.89729, -2.04294]], "lowdin_charge": [0.12, -0.69, -0.40, 0.13, 0.11, 0.05, 0.05, 0.64]}

{"formula": "C25H45Cl4F18N3O13S", "method": "ωB97M-V/def2-TZVPD", "de_lowest_kj_mol": 223.23, "charge": 2, "lumo_ev": -6.47, "e_tot_ha": -6158.01895, "elements": ["F", "H", "H", "H", "Cl", "H", "N", "H", "F", "Cl", "Cl", "C", "H", "H", "F", "C", "F", "O", "C", "C", "F", "H", "C", "F", "C", "F", "H", "H", "H", "H", "C", "C", "H", "O", "H", "O", "H", "C", "H", "C", "N", "F", "H", "C", "C", "C", "H", "H", "H", "F", "N", "S", "O", "H", "C", "F", "H", "H", "O", "C", "O", "O", "H", "H", "C", "C", "F", "F", "F", "H", "F", "F", "H", "O", "Cl", "H", "H", "H", "H", "F", "H", "C", "H", "H", "C", "H", "O", "O", "H", "H", "H", "H", "O", "C", "C", "H", "H", "H", "C", "C", "H", "H", "O", "O", "F", "C", "H", "C", "F"], "positions_angstrom": [[-0.66495, -4.94437, 2.44889], [2.80815, 3.08018, 4.35435], [-2.15233, 3.57583, -3.92554], [-0.19419, -3.18522, -2.91563], [5.34663, 3.59200, -1.45116], [-2.15092, -0.79927, 1.63987], [-1.62446, 2.86161, -4.41361], [1.53650, -0.65139, -3.25303], [0.02806, 0.94146, 7.34648], [1.02956, 4.07113, -1.12886], [3.00579, -5.29112, 1.05873], [3.68884, 3.19370, -0.83944], [-1.04442, 2.31597, -3.76363], [1.06502, 3.39727, 3.87259], [-2.50179, -5.56377, 1.48252], [2.27307, -0.19626, -3.91465], [-0.06201, 2.78950, 8.48738], [3.14135, -2.01645, -5.28363], [2.71687, 3.98334, -1.75079], [-1.79690, 3.51113, 3.33567], [0.63382, 6.30367, 5.05345], [3.12620, -1.57678, 1.44477], [-0.56112, 5.61114, 3.10129], [0.15336, 7.80652, 3.54643], [-1.15037, -2.69884, -3.11634], [1.66791, 6.31121, 3.08341], [-1.11126, 1.79380, 4.53222], [-0.91529, -1.63897, -3.24171], [4.55386, -3.74517, 2.06788], [4.38375, -3.61994, 0.26048], [-3.81859, -1.31026, 2.98892], [-1.91126, -3.33775, 1.30195], [-2.94154, 4.30419, 0.26334], [-2.09229, -2.84620, 0.19357], [-1.30219, 3.02747, 2.48888], [3.85559, -1.90812, -7.43925], [-2.71289, -3.22171, -4.55110], [-2.19728, -6.92799, -2.99771], [-4.62295, -2.42171, -0.57502], [-1.43890, -4.78761, 1.33015], [-2.02289, 4.48500, -0.12805], [5.74479, -3.73506, -6.04489], [2.02113, 0.86403, -3.97490], [2.32549, -0.83401, -5.35043], [0.55859, -0.17690, -0.50867], [-2.00840, 2.38037, 4.33215], [-2.74613, 3.87263, 2.93813], [-4.81800, -1.51585, -1.99149], [2.02805, -2.61426, 0.82309], [-3.25988, -7.60688, -2.50303], [-4.60537, -1.49688, -1.00089], [-0.88736, 0.89053, -1.15641], [-2.04005, -0.01293, -0.87536], [0.81333, 1.10928, 2.96936], [1.82257, 2.66363, 4.14655], [3.93329, -4.40693, -5.13166], [-1.70793, -2.64265, -2.18125], [-2.23009, 4.73872, -1.08582], [-3.54128, -4.87665, -2.84207], [3.79787, -2.45469, -6.35770], [1.34373, 2.12232, 5.35049], [-1.56769, -4.82540, -3.99340], [-2.36667, 2.73103, 5.29944], [-1.04244, 3.19720, -5.17336], [-1.67321, -3.46303, -4.32299], [-2.49512, -5.41024, -3.20095], [4.27198, -4.51666, -7.34860], [0.30294, -0.34500, 0.79372], [-0.75282, -5.17784, 0.24969], [-4.52565, -1.88349, 2.38634], [-1.98145, -7.54009, -4.13053], [-1.13942, -7.00085, -2.18045], [-5.25183, -0.92933, -0.46377], [-1.12581, 5.91409, 2.06262], [2.15236, -2.78529, 3.15079], [-3.89918, -1.75702, 3.98017], [3.20640, -0.19145, -3.35175], [-2.34467, 2.18351, -4.64823], [-3.63522, -1.22026, -0.83565], [0.54230, -1.38912, -1.05470], [2.28622, 1.73680, 2.20076], [0.72781, 2.01331, 7.73414], [3.70457, 3.64520, 0.15024], [3.62028, 2.11019, -0.87603], [4.41243, -3.83042, -6.21612], [-1.73695, -0.77805, 3.33707], [-1.04195, 2.13312, -0.36898], [1.79474, 3.85880, 6.69048], [-1.08165, -3.22835, -5.20591], [2.23939, 0.60563, 3.61240], [-1.47511, 3.60751, -0.12908], [-1.54005, 5.17763, 0.44545], [-1.93614, -2.70578, 2.48582], [1.29496, 2.78613, 6.53161], [-2.30325, -1.32307, 2.58443], [1.42344, -1.22775, -5.81730], [2.76916, -0.04410, -5.95622], [2.71097, 3.65485, -2.78996], [3.87484, -3.68843, 1.21880], [1.81591, 1.50129, 3.15459], [-2.70757, 1.70200, 3.84188], [2.90914, 5.04684, -1.88428], [-0.97283, 4.56410, 3.87922], [-0.62361, 1.10875, -2.58812], [1.71715, 1.53793, 8.52640], [0.52050, 6.54340, 3.74338], [-4.27576, -0.32095, 3.03900], [2.84735, -2.62747, 1.54435], [1.78335, 0.31507, -0.65564]], "lowdin_charge": [0.14, 0.14, 0.14, 0.10, 0.57, 0.09, 0.33, 0.03, 0.16, 0.59, 0.52, -0.59, 0.07, 0.10, 0.19, -0.04, 0.18, 0.02, -0.62, -0.20, 0.19, 0.06, -0.28, 0.19, -0.07, 0.17, 0.07, 0.05, 0.07, 0.07, -0.04, -0.32, 0.14, 0.09, 0.11, 0.17, 0.12, -0.55, 0.15, -0.53, 0.28, 0.16, 0.06, -0.15, -0.63, -0.03, 0.12, 0.16, 0.04, 0.16, 0.34, 0.60, -0.35, 0.06, -0.20, 0.19, 0.04, 0.13, 0.12, -0.37, -0.01, 0.02, 0.10, 0.16, -0.20, -0.31, 0.19, 0.12, 0.18, 0.06, 0.21, 0.17, 0.15, 0.10, 0.59, 0.09, 0.09, 0.16, 0.07, 0.15, 0.07, -0.52, 0.06, 0.05, -0.57, 0.12, -0.41, 0.19, 0.13, 0.08, 0.00, 0.08, 0.04, -0.35, -0.17, 0.13, 0.12, 0.07, -0.58, -0.04, 0.07, 0.06, 0.02, -0.36, 0.17, -0.53, 0.07, -0.72, 0.15]}

no.,Kohn-Sham gap (eV),largest force on an atom (eV/A),HOMO (eV)
1,8.819,4.4,-18.5
2,7.740,1.3,-14.0
3,8.872,1.0,-9.1
4,11.255,2.5,-10.8
5,7.447,3.4,-13.9